Entry 1:
26
Properties=species:S:1:pos:R:3:forces:R:3:lowdin_charge:R:1 method="wB97M-V/def2-TZVPD" multiplicity=2 s_squared=0.753 charge=+2 homo_lumo_gap_ev="7.973 / 5.588"
O -2.4254 0.2036 -1.2089 2.115 0.523 0.968 0.09
C -2.0122 -0.4011 -2.3243 -0.037 1.086 -0.745 -0.59
O -0.7596 -0.2656 -2.7202 -1.130 -0.351 0.463 0.13
O -2.8366 -0.9184 -3.0517 1.308 -1.153 -1.057 -0.08
Tl -4.8575 -0.5008 -2.2493 -3.582 -0.391 -0.668 1.30
C 0.2032 0.3767 -1.9399 0.410 0.675 0.744 -0.07
C 0.2667 1.7022 -1.8772 -0.171 -0.570 -0.362 -0.02
C 1.2386 2.4983 -1.0615 0.030 0.190 -0.019 -0.14
C 2.2779 1.7331 -0.2850 0.532 0.303 -0.277 -0.04
O 1.6100 0.7694 0.6556 -0.573 -0.194 0.165 0.11
C 1.2428 1.0621 1.7952 0.600 0.310 -0.098 -0.02
O 0.4505 0.3778 2.4824 -0.026 -0.500 0.080 0.26
H 0.8741 -0.3322 -1.4565 -0.232 0.157 -0.137 0.14
H -0.4274 2.2863 -2.4869 0.086 -0.146 0.261 0.15
H -3.3732 0.1066 -1.0199 1.055 0.094 0.469 -0.04
H 0.6792 3.1652 -0.3879 0.123 -0.102 -0.128 0.14
H 1.8029 3.1673 -1.7301 -0.080 -0.100 0.161 0.15
H 2.9069 2.3838 0.3283 -0.105 -0.165 -0.141 0.15
H 2.8895 1.0666 -0.8981 -0.122 0.146 0.151 0.15
H 0.5473 0.4876 3.4477 -0.227 0.211 0.138 0.19
C -0.2860 -2.7228 3.1135 0.097 -0.757 0.265 -0.10
C 0.1575 -3.5203 2.1393 -0.062 0.214 0.246 -0.06
H -1.2961 -2.8249 3.5174 0.310 0.011 -0.119 0.05
H 0.4097 -2.1326 3.7144 -0.185 0.234 -0.429 0.04
H 1.1740 -3.4307 1.7504 -0.218 -0.212 0.238 0.05
H -0.4566 -4.3373 1.7532 0.080 0.486 -0.170 0.06

Entry 2:
47
Properties=species:S:1:pos:R:3:forces:R:3:lowdin_charge:R:1 method="wB97M-V/def2-TZVPD" multiplicity=3 s_squared=2.002 charge=-2 homo_lumo_gap_ev="9.690 / 9.689"
Ni -0.3948 -0.7151 1.8210 1.119 -0.149 1.851 1.01
B 2.0484 -1.4689 3.6174 2.201 -0.700 0.335 -1.56
F 1.5665 -1.1045 2.4011 -1.930 0.789 -3.889 0.16
F 1.2671 -1.0608 4.5740 -2.393 1.548 3.275 0.23
F 2.1396 -2.8021 3.6739 0.367 -3.165 -0.148 0.19
F 3.2928 -0.9080 3.6819 1.898 0.963 0.370 0.14
B 0.2719 0.4123 -0.3458 0.332 -1.213 0.064 -1.43
F 0.8654 0.8461 0.7905 1.259 1.665 1.826 0.19
F -1.0378 0.1528 0.0653 -1.902 0.336 -1.201 0.13
F 0.3800 1.2977 -1.3510 -0.142 0.750 -1.456 0.19
F 0.8026 -0.8395 -0.5662 0.616 -0.899 -1.327 0.16
B -1.3196 1.2093 3.3233 -0.283 1.233 0.608 -1.37
F -1.2061 2.5875 3.1714 -0.237 -0.277 -0.426 0.15
F -1.9457 0.5176 2.2753 -1.345 0.152 -1.706 0.13
F -0.1157 0.5870 3.4052 2.948 -0.390 -0.835 0.18
F -1.9495 0.8272 4.4212 -2.169 0.181 2.752 0.22
B -1.4112 -2.9466 1.9179 -1.099 -3.539 -0.474 -1.46
F -2.1069 -1.9864 1.3145 -3.269 3.034 -2.182 0.19
F -0.4252 -3.2048 1.0227 1.809 -1.300 -0.857 0.20
F -0.8992 -2.3360 2.9961 1.509 1.117 3.133 0.23
F -2.2565 -4.0182 2.2257 0.484 -0.079 0.102 0.14
C 2.1035 3.3753 -2.3139 0.707 0.249 -0.401 -0.06
C 3.5723 3.4281 -2.3907 1.774 0.421 -0.127 -0.28
N 4.7349 3.4880 -2.4501 -2.067 -0.121 0.068 0.12
H 1.7776 2.5867 -2.9922 -0.217 -0.213 0.538 0.08
H 1.6837 4.2988 -2.7127 0.116 0.134 0.165 0.08
H 1.8126 3.2488 -1.2711 -0.241 -0.313 -0.295 0.08
C 0.0035 -0.5832 -4.0138 -0.038 0.181 -0.239 -0.07
C 0.2508 -0.9595 -5.4207 0.368 -1.453 -2.674 -0.27
N 0.4378 -1.3501 -6.5192 -0.569 1.409 3.365 0.09
H 0.9364 -0.5342 -3.4522 -0.050 -0.009 -0.051 0.08
H -0.6578 -1.2868 -3.5081 0.141 -0.207 -0.196 0.09
H -0.4945 0.3847 -3.9575 0.167 0.061 -0.082 0.08
C 4.2523 1.0430 -0.0814 0.698 -0.517 1.734 -0.07
C 4.7167 -0.2656 0.5451 0.204 -0.811 -0.263 -0.23
N 5.0815 -1.2871 0.9796 -0.632 2.271 -1.000 0.12
H 4.9933 1.8187 0.1114 0.572 -0.292 -0.387 0.06
H 3.4589 1.4441 0.5493 -0.694 -0.509 -0.407 0.07
H 4.0375 1.0093 -1.1495 -0.111 -0.337 0.354 0.06
Cl -6.1857 -2.2969 -1.2433 0.730 1.097 -0.137 0.45
C -5.1819 -0.7209 -1.2562 -0.432 -0.729 -1.695 -0.62
C -4.6083 -0.4275 0.0653 0.450 -0.457 1.082 -0.67
Cl -5.9120 0.3601 0.9385 -0.552 0.771 1.144 0.57
H -5.8730 0.0639 -1.5636 -0.077 -0.206 0.139 0.04
H -4.4498 -0.7724 -2.0622 0.127 -0.605 0.189 0.07
H -3.7103 0.1903 0.0732 -0.191 0.226 -0.287 0.08
H -4.3460 -1.3021 0.6605 0.044 -0.105 -0.349 0.06

Entry 3:
25
Properties=species:S:1:pos:R:3:forces:R:3:lowdin_charge:R:1 method="wB97M-V/def2-TZVPD" homo_lumo_gap_ev=7.958
C 0.0419 -0.2167 -2.4588 0.180 -0.689 0.115 -0.18
C -0.6160 -1.4149 -2.0202 0.685 0.138 0.098 -0.20
C 0.3325 -2.1957 -1.2728 0.098 0.597 -0.245 -0.20
C 1.5828 -1.4817 -1.2611 -0.681 0.162 -0.401 -0.19
C 1.4005 -0.2634 -2.0016 -0.368 -0.539 0.166 -0.18
Ce -0.0614 0.0309 0.1885 2.540 0.882 -1.901 1.00
N 0.0660 1.9325 -0.0445 -0.479 0.339 0.546 -0.21
C -2.1992 1.0607 0.9135 -2.248 -0.398 0.089 -0.14
C -2.5128 -0.2160 0.4987 -0.334 1.134 0.713 -0.15
H 0.1062 -3.1111 -0.7074 0.206 0.397 -0.492 0.12
H -1.6820 -1.6450 -2.1458 0.650 0.000 -0.121 0.11
H 2.4750 -1.7588 -0.6834 -0.425 0.073 -0.483 0.12
H 2.1349 0.5466 -2.0967 -0.397 -0.528 -0.060 0.12
H -0.4344 0.6186 -2.9900 0.370 -0.532 0.249 0.12
H -2.8844 -0.4302 -0.5137 -0.050 0.196 0.618 0.08
H -2.4156 1.9374 0.2945 -0.151 -0.462 0.491 0.09
H 0.2611 2.9388 0.1808 -0.119 -1.157 -0.427 0.03
H -2.2571 -1.1018 1.1243 -0.514 0.627 -0.303 0.09
H -1.7706 1.2533 1.9205 -0.325 -0.098 -0.718 0.10
B 2.6223 1.1941 4.0609 -0.073 0.186 -0.107 -0.39
C 1.8264 0.7815 2.8228 -0.295 -0.979 -0.344 -0.16
N 1.2403 0.2880 1.9426 1.260 0.233 1.839 -0.04
H 2.0333 0.6167 4.9461 0.118 0.094 0.172 0.02
H 2.5465 2.3910 4.0869 0.202 0.226 0.309 0.01
H 3.7168 0.7438 3.8218 0.150 0.096 0.197 0.02

Entry 4:
28
Properties=species:S:1:pos:R:3:forces:R:3:lowdin_charge:R:1 method="wB97M-V/def2-TZVPD" de_lowest_kcal_mol=4.87 smiles="CNOS(=O)(=O)N(C)[C@@]1(Br)C=CC=CC1" homo_lumo_gap_ev=9.050
C -3.5405 -1.6349 0.6493 2.407 0.307 -0.083 -0.07
C -3.3061 -1.3365 -0.8040 0.125 -0.297 1.032 -0.06
C -2.5013 -1.4338 1.5132 -1.499 -1.087 -1.637 -0.11
C -2.2534 -0.5748 -1.1948 -1.327 -2.263 3.182 -0.13
C -1.1457 -1.0313 1.1054 -2.115 4.327 -0.656 -0.17
C -1.2957 -0.1135 -0.1395 -0.437 0.025 0.359 -0.75
C 4.1341 1.2113 1.2169 0.480 0.560 0.111 -0.10
C 0.1764 0.2864 -2.1532 0.908 -3.264 -1.235 -0.08
N 3.6120 0.8649 -0.0745 -0.498 0.263 -2.297 -0.08
N -0.0240 0.1958 -0.6993 0.931 0.911 -0.554 -0.27
O 0.8348 1.0887 1.5252 -0.433 0.456 0.178 -0.27
O 1.3122 2.2999 -0.5574 0.718 1.853 -1.135 -0.23
O 2.3573 0.1056 -0.0468 0.316 0.589 -0.054 -0.25
S 1.0927 1.1004 0.1276 -0.728 -3.007 1.610 0.55
Br -2.1939 1.5311 0.5446 -0.247 1.014 0.219 0.79
H -4.3313 -2.2837 1.0045 -0.382 0.432 -0.318 0.10
H -3.9564 -1.9185 -1.4638 0.249 0.742 -0.248 0.11
H -2.5513 -1.9424 2.4234 -0.312 -0.378 1.676 0.09
H -1.9463 -0.4781 -2.1597 -0.060 0.449 -2.404 0.04
H -0.6423 -0.3472 1.8076 0.022 -1.155 0.097 0.10
H -0.6540 -1.8684 0.7912 1.932 -2.343 -0.459 0.11
H 4.2329 0.4104 1.9140 0.554 -1.164 -0.161 0.08
H 5.0757 1.7914 1.1135 -0.457 -0.717 -0.278 0.11
H 3.4754 1.8250 1.7282 -1.425 1.735 1.109 0.04
H 1.3030 0.0782 -2.2802 -1.756 0.690 -0.218 0.11
H -0.3403 -0.7142 -2.5823 1.575 2.525 0.638 0.13
H -0.1722 1.1800 -2.7224 0.189 -0.519 0.850 0.11
H 3.2479 1.7083 -0.5868 1.269 -0.684 0.675 0.11

Entry 5:
23
Properties=species:S:1:pos:R:3:forces:R:3:lowdin_charge:R:1 method="wB97M-V/def2-TZVPD" de_lowest_kcal_mol=84.22 homo_lumo_gap_ev="8.528 / 7.172"
C 1.0926 -1.3566 0.1315 1.757 0.540 -0.185 -0.41
C 1.8169 -0.2395 0.1238 -1.920 0.361 0.125 -0.55
C -0.3515 -1.1771 0.5714 0.936 1.072 0.225 -0.15
C -0.9742 -0.1951 -0.4704 0.037 1.796 4.346 -0.12
C -0.3376 1.1874 -0.2111 0.557 -0.048 1.073 -0.24
C 1.5624 -2.7053 -0.4110 -1.576 -1.160 6.029 -0.05
C 0.1903 1.9923 -1.3685 1.873 0.414 0.361 -0.05
C -1.7921 1.6346 1.5788 -2.892 -0.690 2.928 -0.17
O -0.7113 1.9621 0.9008 3.281 0.382 -3.774 -0.08
Br 3.5525 0.2685 -0.3351 -0.265 -0.403 -0.051 0.66
H -0.8065 -2.1601 0.5598 -0.551 0.017 0.322 0.10
H -0.3601 -0.6548 1.6005 -0.167 -1.307 -1.548 0.13
H -0.6490 -0.3811 -1.4164 0.244 -1.184 -2.779 0.08
H -2.0468 -0.2167 -0.2645 -0.162 0.302 -0.729 0.12
H 1.7972 -2.6603 -1.3652 0.632 0.125 -4.803 0.01
H 0.7294 -3.4513 -0.1525 1.367 0.735 -0.830 0.10
H 2.4954 -3.0747 0.0833 -0.740 0.373 -0.050 0.09
H 1.1980 1.6056 -1.6847 -1.031 -0.133 0.091 0.06
H 0.5070 3.0607 -1.1134 -1.289 -1.289 -0.242 0.11
H -0.4893 1.8539 -2.2167 0.068 0.632 -0.017 0.08
H -1.9319 2.3426 2.4038 0.548 -0.271 0.230 0.11
H -1.7431 0.6178 1.9534 -0.214 -0.173 0.456 0.08
H -2.7486 1.7471 1.1025 -0.495 -0.091 -1.178 0.09

Entry 6:
35
Properties=species:S:1:pos:R:3:forces:R:3:lowdin_charge:R:1 method="wB97M-V/def2-TZVPD" de_lowest_kcal_mol=61.19 charge=+1 homo_lumo_gap_ev="6.390 / 6.391"
Rh -0.3880 0.9510 -0.2566 -0.553 -0.101 0.935 0.76
N -1.6154 -2.2020 1.7012 -0.345 0.053 -0.565 0.21
C -0.8232 -1.2705 2.1680 0.281 0.061 0.230 -0.57
O -0.1584 -0.4559 1.4807 -0.284 0.884 -0.766 -0.10
C -0.5867 -1.1593 3.6594 -0.059 -0.195 0.127 -0.54
I -1.5486 -2.5925 4.9221 0.103 0.151 -0.106 0.88
H -1.8683 -2.2471 0.7154 0.131 0.116 -0.056 0.09
H -2.1106 -2.8156 2.3293 0.055 0.025 0.149 0.04
H -0.9183 -0.1772 3.9847 -0.021 0.014 -0.040 0.06
H 0.4807 -1.2371 3.8452 0.005 0.001 -0.045 0.06
Cl 0.7550 4.3376 1.0267 -0.363 -0.167 0.254 0.30
Si -0.8285 3.2374 0.3761 1.841 -0.693 -1.722 -0.44
Cl -0.2748 2.8925 -1.8384 -0.468 -0.584 1.545 0.26
Cl -2.4580 4.4078 0.2960 -0.027 -0.527 0.307 0.35
N 1.4293 -0.8090 -2.3001 0.043 0.114 0.141 0.18
C 2.2320 -0.2964 -1.3511 -0.042 0.024 -0.056 -0.34
C 3.6045 -0.6193 -1.3010 0.059 -0.023 0.190 0.00
C 4.3950 -0.0849 -0.3186 -0.099 -0.054 -0.165 -0.04
C 3.8395 0.7847 0.6259 -0.114 0.080 0.086 -0.05
C 2.5035 1.0623 0.5353 0.453 0.038 0.159 -0.14
N 1.7196 0.5377 -0.4242 -1.436 0.936 0.108 -0.01
H 1.8060 -1.4204 -2.9995 0.063 -0.024 0.003 0.12
H 0.4443 -0.5954 -2.3332 -0.124 -0.057 -0.118 0.05
H 4.0045 -1.3129 -2.0273 -0.016 0.042 -0.052 0.12
H 5.4466 -0.3344 -0.2778 0.004 -0.014 -0.010 0.12
H 4.4345 1.2319 1.4075 -0.011 -0.003 0.002 0.11
H 2.0271 1.7312 1.2380 -0.067 -0.064 -0.040 0.08
C -3.9311 0.0304 -2.3845 0.272 0.043 0.282 -0.11
S -2.5522 -0.4310 -1.3822 0.345 -0.850 -1.046 0.45
O -1.3247 0.0025 -2.1045 -0.227 -0.423 -0.301 -0.47
O -2.5711 -1.8576 -1.1717 -0.344 0.203 0.364 -0.30
O -2.6047 0.3640 -0.1223 1.030 1.007 0.215 -0.40
H -3.8284 -0.4755 -3.3413 0.009 -0.045 0.032 0.08
H -3.8970 1.1099 -2.5093 -0.071 0.004 -0.018 0.08
H -4.8340 -0.2869 -1.8678 -0.022 0.025 -0.023 0.08

Entry 7:
27
Properties=species:S:1:pos:R:3:forces:R:3:lowdin_charge:R:1 method="wB97M-V/def2-TZVPD" de_lowest_kcal_mol=115.09 smiles="[H]/N=C(/N)N(NCl)[NH2+]Cc1ccccc1" charge=+1 homo_lumo_gap_ev=8.565
C -1.3187 0.3461 3.6155 1.752 -1.699 -0.275 -0.05
C -1.1487 1.2739 2.6302 0.815 3.053 0.901 -0.09
C -1.3769 -0.9463 3.0854 -0.872 -2.307 3.293 -0.11
C -1.0919 0.9735 1.2725 -0.360 1.400 0.755 -0.09
C -1.4418 -1.3370 1.7976 -0.054 0.483 -3.112 -0.04
C -1.1193 -0.3206 0.8536 -0.886 0.100 -0.459 -0.26
C 2.0812 0.4039 -2.3601 1.059 0.057 -0.065 -0.42
C -1.1539 -0.4980 -0.6382 -1.164 0.399 0.996 -0.12
N 3.2927 0.6330 -2.0493 -1.919 0.293 -1.351 0.19
N 1.5222 0.6337 -3.6497 -0.687 -1.701 1.412 0.11
N -0.3875 0.3673 -1.5423 1.023 -3.081 -0.292 0.16
N 1.0911 -0.1860 -1.4360 0.392 1.258 -2.718 -0.14
N 1.3734 -0.9408 -0.5057 1.386 0.163 3.517 -0.30
Cl 2.2261 -0.2183 1.0443 -1.039 -0.901 -1.498 0.54
H -1.1208 0.4040 4.7103 -0.573 0.644 -1.118 0.14
H -0.8869 2.3345 2.8896 -0.810 -0.970 -0.122 0.13
H -1.3990 -1.8104 3.7889 -0.402 0.860 -0.232 0.13
H -1.2246 1.8768 0.6354 0.791 -0.921 -0.001 0.13
H -1.9286 -2.2946 1.4591 1.387 0.710 0.539 0.15
H -0.8635 -1.4774 -0.8994 -0.417 -1.195 -0.548 0.12
H -2.1458 -0.1944 -0.8819 -1.201 -0.679 -0.612 0.15
H 3.6062 0.7342 -1.0951 -0.414 -0.524 0.311 0.03
H 2.2360 1.0120 -4.2193 0.745 0.647 -0.758 0.08
H 1.1235 -0.2119 -4.1248 0.549 0.978 0.801 0.12
H -0.5518 1.3292 -1.4571 0.253 2.077 0.517 0.14
H -0.7106 0.0664 -2.4741 0.408 0.574 0.228 0.17
H 1.3181 -1.9531 -0.4494 0.239 0.284 -0.110 0.14

Entry 8:
24
Properties=species:S:1:pos:R:3:forces:R:3:lowdin_charge:R:1 method="wB97M-V/def2-TZVPD" de_lowest_kcal_mol=51.81 homo_lumo_gap_ev=7.378
C 1.8290 -1.7425 -0.8665 0.142 1.800 3.460 -0.07
C 1.0541 0.1472 2.1076 0.128 -0.874 0.222 -0.08
C -0.8559 0.1024 -2.2029 1.529 -2.033 1.570 -0.08
C -4.6577 0.2074 0.6482 -1.586 -0.135 -0.112 -0.11
C 2.6448 -0.7460 -1.1077 0.277 2.270 0.241 -0.29
C 2.2863 -0.0841 1.7085 1.033 0.258 -0.896 -0.29
C -1.1849 0.6250 -1.0329 -0.823 1.528 0.154 -0.39
C -3.4784 0.7674 0.8499 0.534 0.201 -1.756 -0.40
Si 3.0650 0.6728 0.0962 -0.672 -2.558 0.624 0.21
Si -2.5056 1.8215 -0.3725 -0.157 0.137 -0.599 0.81
Cl 2.3856 2.5250 -0.3028 -0.562 0.624 -0.145 0.32
H 1.8794 -2.5248 -1.4996 -0.706 -2.764 -1.906 0.02
H 1.3621 -1.7509 0.1396 -0.140 -0.532 -1.027 0.06
H 0.5776 -0.5254 2.8306 -0.071 0.598 -0.227 0.08
H 0.5368 0.8686 1.5560 -1.332 1.273 -0.035 0.00
H 0.0646 -0.5331 -2.1984 -0.540 1.084 -0.570 0.04
H -1.5603 -0.1369 -2.9275 -1.187 0.017 -1.504 0.02
H -5.1248 -0.3961 1.4034 0.054 -0.381 0.510 0.03
H -5.3877 0.3044 -0.1953 1.276 0.375 0.328 0.06
H 3.1352 -0.7277 -2.0525 0.562 -0.043 -0.747 0.04
H 2.6737 -0.9845 2.1464 1.005 -0.192 0.126 0.05
H -0.3504 0.7770 -0.3718 0.693 -0.340 0.728 -0.02
H -2.8935 0.5618 1.7149 0.093 -0.411 1.092 0.03
H 4.5053 0.7716 -0.0712 0.451 0.098 0.467 -0.04